{
  "formula": "C36H50IrN7O4Sb",
  "method": "ωB97M-V with the def2-TZVPD basis set",
  "charge": 2,
  "lumo_energy_ev": [-6.0, -8.6],
  "homo_ev": [-12.9932, -12.9458],
  "e_above_lowest_kj_mol": 9.5,
  "e_tot_ha": -2430.16839,
  "s_squared": 0.76,
  "spin_multiplicity": 2,
  "elements": ["Ir", "O", "C", "N", "C", "O", "C", "C", "C", "C", "C", "N", "C", "C", "C", "C", "C", "N", "H", "H", "H", "H", "H", "H", "H", "H", "C", "C", "C", "Sb", "C", "C", "C", "C", "C", "C", "H", "H", "H", "H", "H", "H", "H", "H", "H", "H", "H", "H", "H", "H", "H", "H", "H", "H", "H", "H", "H", "C", "C", "C", "C", "N", "C", "N", "N", "N", "H", "H", "H", "H", "H", "H", "H", "H", "H", "H", "C", "C", "C", "C", "C", "C", "C", "C", "C", "C", "O", "O", "H", "H", "H", "H", "H", "H", "H", "H", "H", "H", "H"],
  "xyz": [[0.098335, 0.783722, 0.024998], [-1.943583, 4.236015, 0.180697], [-1.247808, 3.300624, -0.082482], [-0.832480, 2.292279, 0.798082], [-1.284915, 2.174175, 2.116087], [-2.047850, 2.899498, 2.683037], [-0.680583, 0.964455, 2.784219], [-0.996967, 0.661379, 4.089154], [-0.429069, -0.465462, 4.664301], [0.441706, -1.235517, 3.910120], [0.716543, -0.870262, 2.606305], [0.169896, 0.216599, 2.046730], [-0.693093, 3.075546, -1.466549], [-0.939059, 3.985446, -2.472181], [-0.407749, 3.746696, -3.730939], [0.341182, 2.597699, -3.935236], [0.546403, 1.727497, -2.880495], [0.056471, 1.972921, -1.663251], [-1.686720, 1.307072, 4.615297], [-0.663271, -0.738566, 5.684409], [0.907649, -2.120819, 4.319339], [1.386410, -1.446559, 1.989726], [-1.545521, 4.851150, -2.243079], [-0.583054, 4.440430, -4.541956], [0.757278, 2.361114, -4.904253], [1.100896, 0.810045, -3.002138], [4.700843, -0.618412, 1.396966], [4.151115, 0.759458, 1.724529], [3.766406, 0.893917, 3.192760], [2.634627, 1.506454, 0.364405], [3.684224, 1.593719, -1.514575], [5.070740, 2.189416, -1.243495], [3.825257, 0.263788, -2.250318], [2.677507, 3.589900, 0.983300], [2.477817, 4.532221, -0.199138], [1.729887, 3.928663, 2.128700], [5.606944, -0.776966, 1.986274], [4.967954, -0.737713, 0.348656], [3.995860, -1.405699, 1.660205], [4.900352, 1.525284, 1.499595], [2.967113, 0.211395, 3.474024], [3.465802, 1.907906, 3.457992], [4.635388, 0.641436, 3.804377], [3.101589, 2.303546, -2.104355], [5.709972, 1.479391, -0.716798], [5.039021, 3.114074, -0.665921], [5.557498, 2.417506, -2.193638], [4.416827, -0.446161, -1.673371], [4.354039, 0.431063, -3.191275], [2.879891, -0.224462, -2.482167], [3.704221, 3.670725, 1.355241], [1.474208, 4.438246, -0.619838], [3.199880, 4.378732, -1.000196], [2.582284, 5.565067, 0.140114], [0.692680, 3.943182, 1.800740], [1.960088, 4.932183, 2.491923], [1.820012, 3.246481, 2.976032], [-1.223767, -4.850909, -0.925929], [0.235222, -5.289014, -0.834802], [0.725225, -5.322972, 0.608680], [1.140085, -4.442538, -1.727928], [1.254283, -3.042737, -1.269870], [0.453489, -2.010570, -1.482488], [0.965226, -0.964665, -0.856441], [2.084156, -1.410858, -0.238491], [2.262038, -2.645977, -0.481617], [-1.861956, -5.569557, -0.412849], [-1.564479, -4.794811, -1.963038], [-1.386312, -3.885515, -0.441461], [0.319636, -6.294339, -1.257799], [0.596408, -4.347936, 1.087872], [1.775970, -5.608206, 0.676854], [0.142137, -6.041597, 1.182922], [0.755870, -4.404706, -2.746779], [2.162022, -4.815458, -1.749724], [-0.418519, -2.027537, -2.109756], [-7.986126, -1.341648, -0.772683], [-6.495535, -1.203490, -0.646230], [-5.666317, -1.395448, -1.745218], [-4.289825, -1.251243, -1.657400], [-3.471080, -1.366003, -2.915279], [-3.728146, -0.940092, -0.416399], [-4.538809, -0.719770, 0.704909], [-3.984234, -0.325478, 2.050143], [-5.912819, -0.849429, 0.564219], [-2.248918, -0.880446, -0.206751], [-1.682731, 0.194088, -0.770387], [-1.607625, -1.674625, 0.453150], [-8.252607, -2.045107, -1.559806], [-8.436519, -0.378787, -1.021762], [-8.431224, -1.681307, 0.161183], [-6.105979, -1.655461, -2.701874], [-3.845888, -2.159558, -3.560333], [-2.421960, -1.563573, -2.704260], [-3.510483, -0.431244, -3.477883], [-2.895971, -0.279207, 2.057417], [-4.284835, -1.042365, 2.814870], [-4.363974, 0.653925, 2.345242], [-6.546220, -0.675375, 1.427103]],
  "forces_ev_per_a": [[0.77, 1.10, -0.41], [0.09, -0.03, 0.05], [-0.12, 0.13, -0.14], [0.31, -0.13, -0.05], [-0.09, -0.13, 0.29], [0.06, 0.04, -0.09], [0.22, 0.09, -0.03], [0.04, 0.07, 0.01], [0.02, -0.03, 0.03], [0.03, 0.01, 0.04], [-0.09, 0.10, -0.09], [-0.99, -0.66, -0.01], [0.09, 0.03, -0.03], [-0.02, -0.01, 0.05], [0.02, -0.03, -0.01], [0.00, 0.03, -0.02], [-0.04, -0.03, 0.03], [-0.55, -0.15, -0.16], [0.00, 0.00, 0.01], [0.00, 0.00, 0.00], [0.00, 0.00, 0.00], [0.02, -0.07, -0.07], [0.00, 0.01, -0.02], [0.00, 0.00, 0.00], [0.00, 0.01, 0.00], [0.04, -0.03, 0.01], [0.04, 0.03, 0.03], [-0.23, -0.08, 0.06], [0.02, 0.09, -0.01], [0.23, 0.38, 0.07], [0.18, -0.07, 0.09], [-0.04, 0.02, -0.02], [0.02, 0.01, -0.05], [-0.03, -0.01, -0.03], [-0.01, 0.00, 0.02], [0.05, -0.07, 0.00], [-0.01, -0.01, 0.01], [-0.01, 0.00, 0.00], [-0.02, -0.01, -0.02], [0.05, -0.05, -0.05], [-0.05, -0.05, 0.00], [0.01, -0.02, 0.00], [0.00, 0.02, 0.01], [-0.03, -0.03, -0.05], [0.00, -0.01, 0.00], [0.00, 0.01, 0.00], [0.00, -0.01, 0.00], [0.01, 0.01, -0.01], [-0.01, 0.02, -0.01], [-0.03, 0.07, -0.03], [0.03, -0.02, -0.07], [-0.01, 0.00, 0.00], [0.01, -0.01, -0.01], [0.00, 0.00, 0.00], [-0.02, 0.04, 0.00], [0.00, 0.00, 0.02], [-0.04, 0.01, -0.01], [0.01, -0.02, 0.00], [-0.03, 0.00, -0.01], [-0.01, 0.00, -0.01], [0.02, 0.05, -0.03], [0.03, -0.02, -0.04], [-0.03, 0.26, -0.22], [-0.03, -0.34, 0.67], [0.08, -0.07, -0.05], [0.04, 0.03, -0.07], [0.00, 0.00, 0.00], [0.00, 0.00, 0.01], [0.00, 0.02, -0.01], [0.02, 0.00, 0.01], [0.00, 0.00, 0.00], [0.00, 0.00, 0.01], [0.00, 0.00, 0.00], [0.03, 0.01, -0.01], [-0.01, -0.03, 0.02], [-0.14, 0.01, 0.09], [0.02, 0.02, 0.00], [-0.04, 0.00, 0.01], [0.02, 0.01, 0.00], [-0.02, 0.19, -0.09], [0.04, -0.03, 0.05], [0.00, -0.12, 0.20], [-0.01, -0.06, 0.01], [0.03, 0.02, -0.03], [0.01, 0.00, -0.01], [-0.17, 0.27, -0.13], [0.23, -0.59, 0.29], [0.00, -0.03, -0.03], [0.00, 0.00, 0.00], [0.00, 0.00, 0.00], [0.00, 0.00, 0.00], [0.00, -0.01, 0.01], [0.00, 0.00, 0.01], [0.10, -0.07, 0.00], [-0.01, 0.00, -0.01], [-0.05, -0.06, 0.00], [0.00, 0.00, 0.01], [-0.04, 0.01, 0.01], [0.00, -0.01, 0.00]],
  "mulliken_spin": [0.488, 0.055, -0.023, 0.105, -0.030, 0.064, 0.040, -0.007, 0.011, -0.009, 0.012, 0.006, 0.002, -0.003, 0.001, -0.003, -0.010, -0.004, 0.000, 0.000, 0.000, 0.003, 0.000, 0.000, 0.000, 0.003, -0.001, 0.006, 0.002, 0.054, -0.001, 0.003, -0.002, 0.030, -0.002, -0.007, 0.000, 0.000, 0.000, 0.001, 0.000, 0.000, 0.000, -0.002, 0.000, 0.000, 0.000, 0.000, 0.000, -0.001, 0.001, 0.000, 0.000, 0.003, 0.005, 0.002, 0.002, 0.000, 0.000, 0.000, 0.000, 0.001, -0.013, 0.047, -0.002, 0.001, 0.000, 0.000, 0.000, 0.000, 0.000, 0.000, 0.000, 0.000, 0.000, 0.003, 0.000, 0.008, 0.000, -0.004, 0.001, 0.019, 0.014, -0.005, 0.001, 0.000, 0.133, 0.002, 0.000, 0.001, 0.000, 0.000, 0.000, -0.002, 0.000, 0.004, 0.001, 0.000, 0.000]
}